No. 1
Computed, not measured: a cluster of 9 separate species, C31H56Cl2O24 in total in a non-equilibrium geometry, with the ωB97M-V functional and the def2-TZVPD basis.

As for the SMILES: CCOC(=O)OC.CCOC(=O)OC.CCOC(=O)OC.CCOC(=O)OC.CCOC(=O)OC.O=C1OCCO1.O=C1OCCO1.O=C1OCCO1.ClCCCl.

ORCA input file:
```
! RIJCOSX wB97M-V def2-TZVPD def2/J DEFGRID3
* xyz 0 1
C -1.4141 1.5537 -3.0306
C -1.6914 0.0636 -3.1531
O -3.0651 -0.1729 -2.6959
C -4.0488 0.0476 -3.5346
O -3.9476 0.5803 -4.5875
O -5.1657 -0.3880 -2.9900
C -6.3114 -0.2637 -3.7573
H -1.7876 2.1076 -3.8870
H -0.3181 1.6501 -3.0429
H -1.7337 1.9812 -2.0833
H -1.0698 -0.4889 -2.4548
H -1.6023 -0.3770 -4.1453
H -6.4119 0.7368 -4.1743
H -7.1974 -0.4507 -3.1496
H -6.4226 -0.9883 -4.5682
C 2.5396 0.7526 -8.7496
C 3.3896 0.5807 -7.4905
O 2.5841 -0.0712 -6.5239
C 3.0765 -0.3559 -5.3231
O 4.1938 -0.1759 -4.9789
O 2.0943 -0.8664 -4.6051
C 2.4150 -1.0635 -3.2206
H 3.1523 1.2345 -9.5105
H 1.7304 1.4401 -8.5012
H 2.1973 -0.2195 -9.0838
H 3.7902 1.5168 -7.1042
H 4.2356 -0.0437 -7.8000
H 3.1158 -1.8984 -3.1323
H 1.5246 -1.3705 -2.6852
H 2.8240 -0.1620 -2.7715
C -1.8036 9.1257 2.1657
C -2.3459 7.7302 2.0571
O -1.2535 6.8665 1.7554
C -1.4977 5.6340 1.3022
O -2.6105 5.1921 1.1561
O -0.3257 5.0590 1.0192
C -0.3005 3.7629 0.4079
H -1.3623 9.5678 1.2726
H -1.0292 9.1400 2.9340
H -2.6089 9.8023 2.4564
H -3.0996 7.6057 1.2843
H -2.7591 7.4702 3.0306
H -0.8513 3.0104 0.9685
H 0.7291 3.4326 0.3858
H -0.7002 3.8165 -0.6029
C -3.6055 -2.8643 -1.3740
C -2.2171 -2.7813 -0.7762
O -1.4068 -3.9286 -1.1165
C -0.6703 -3.8627 -2.2335
O -0.5505 -2.9216 -2.9535
O -0.0319 -5.0308 -2.3493
C 0.7679 -5.3342 -3.4839
H -4.3514 -2.3318 -0.8021
H -3.8433 -3.9193 -1.5342
H -3.5341 -2.4952 -2.4019
H -2.2206 -2.7540 0.3188
H -1.6570 -1.8732 -1.0185
H 1.2012 -6.3168 -3.3373
H 1.5813 -4.6005 -3.5560
H 0.2491 -5.2656 -4.4417
C 1.4041 -0.4904 6.1643
C 1.6053 -0.7838 4.7096
O 1.6427 -2.1946 4.5518
C 2.7862 -2.8220 4.6566
O 3.8522 -2.3034 4.7421
O 2.5304 -4.1084 4.7471
C 3.6158 -5.0091 4.9327
H 0.5592 -1.0461 6.5727
H 1.2464 0.5457 6.4763
H 2.2944 -0.7856 6.7283
H 2.5457 -0.3974 4.3107
H 0.7916 -0.4307 4.0828
H 3.3384 -5.8977 4.3772
H 3.7648 -5.2313 5.9873
H 4.5469 -4.5865 4.5588
O -2.2846 -0.5813 2.8867
C -2.5767 0.5057 3.1541
O -2.8621 0.9258 4.3924
C -3.5094 2.1751 4.2470
C -2.9614 2.7129 2.9362
O -2.7161 1.4816 2.2449
H -4.5920 2.0247 4.2108
H -3.4008 2.8953 5.0590
H -2.1221 3.3877 3.0478
H -3.7896 3.1977 2.4302
O 3.6823 2.2796 0.4875
C 3.5876 3.2344 1.1271
O 4.4403 4.2627 1.0961
C 3.9584 5.3464 1.9307
C 2.8121 4.7040 2.6957
O 2.5589 3.4871 1.9679
H 4.7526 5.6743 2.6020
H 3.7060 6.1598 1.2499
H 1.9061 5.3086 2.5964
H 2.9793 4.4920 3.7492
O -1.1769 -8.5307 2.5148
C -0.6078 -7.6894 1.9027
O -0.0028 -7.8780 0.7054
C 0.7459 -6.6994 0.3365
C 0.4974 -5.7316 1.5041
O -0.3646 -6.4414 2.3792
H 1.7726 -6.9977 0.1491
H 0.2820 -6.2818 -0.5535
H 0.0533 -4.7861 1.1998
H 1.4465 -5.4843 1.9890
Cl 2.4051 -2.5144 0.5705
C 0.9415 -1.6754 1.2484
C 1.1224 -0.1975 1.1250
Cl 0.8156 0.3598 -0.5649
H 0.8929 -2.0051 2.2788
H 0.1155 -1.9931 0.6267
H 2.0635 0.2497 1.4308
H 0.3372 0.3386 1.6492
*
```

=====

No. 2
Computed, not measured: a structure of composition C31H57F12HgN5O11S4 in a non-equilibrium geometry, with the ωB97M-V functional and the def2-TZVPD basis.

ORCA input file:
```
! RIJCOSX wB97M-V def2-TZVPD def2/J DEFGRID3
* xyz 0 1
Hg -1.0250 -4.1114 2.7011
C -1.6339 0.4114 6.1483
F -0.7266 1.3806 6.4082
F -2.7298 0.7310 6.8504
F -1.9714 0.4960 4.8040
S -0.6851 -1.1815 6.6381
O 0.1219 -1.4667 5.4578
O 0.0311 -0.9271 7.8349
N -1.8615 -2.4902 6.5496
S -2.1786 -2.6231 8.1180
O -1.4174 -3.7291 8.7516
O -2.4594 -1.3711 8.8665
C -3.9440 -3.4030 7.8981
F -4.7006 -2.8384 6.9620
F -3.8182 -4.7324 7.6471
F -4.5771 -3.3399 9.0271
C -4.7477 -1.2178 -1.3824
F -5.7822 -1.3531 -2.1954
F -4.1597 -0.0973 -1.7980
F -5.0736 -1.1295 -0.0013
S -3.5070 -2.8327 -1.5365
O -3.7828 -3.6882 -0.3788
O -3.6339 -3.4778 -2.8651
N -1.9419 -2.3300 -0.9768
S -1.4035 -1.7245 -2.2642
O -0.2101 -2.4289 -2.6729
O -2.3652 -1.3308 -3.2801
C -0.7023 -0.1689 -1.4020
F 0.0301 -0.4674 -0.3079
F 0.2126 0.2308 -2.3272
F -1.6256 0.7820 -1.3108
C 3.5134 -8.7840 1.4466
C 2.4148 -7.8252 1.1440
C 1.7296 -8.0125 -0.3239
C 0.8674 -9.3004 -0.3772
C -0.1669 -9.3360 0.7681
C 0.3214 -8.9744 2.2187
N 1.2115 -7.8000 2.1040
O 1.4253 -7.1192 3.3008
C -1.0907 -8.8951 2.9082
C 1.0377 -10.2156 2.9427
C 2.9931 -6.4238 0.9819
H 3.6697 -9.0512 2.4918
H 4.4651 -8.3504 1.1393
H 3.4879 -9.8138 1.0902
H 0.9523 -7.2956 -0.5883
H 2.4267 -8.0148 -1.1618
H 1.4420 -10.2256 -0.3325
H 0.2296 -9.2556 -1.2600
H -0.4429 -10.3883 0.7009
H -1.0916 -8.8191 0.5115
H -1.5582 -9.8701 2.7708
H -1.0893 -8.7547 3.9892
H -1.6640 -8.0590 2.5076
H 0.3194 -10.9365 3.3331
H 1.8328 -10.7523 2.4250
H 1.6506 -10.0531 3.8293
H 3.4068 -6.1489 1.9522
H 2.3364 -5.6061 0.6849
H 3.8487 -6.5007 0.3110
H 2.0466 -7.6886 3.7604
C 10.1408 3.3985 -2.1222
C 8.9791 3.5384 -3.0810
C 9.4413 3.8848 -4.5198
C 9.8439 2.6694 -5.4167
C 8.7800 1.6158 -5.3881
C 8.4317 1.1387 -3.9345
N 8.0737 2.3563 -3.0782
O 7.5314 2.0233 -1.8785
C 7.1085 0.2195 -4.0936
C 9.6127 0.2622 -3.3860
C 8.1738 4.7378 -2.6320
H 10.8985 2.7913 -2.6175
H 9.8057 2.9610 -1.1817
H 10.6556 4.3341 -1.9039
H 8.7878 4.5523 -5.0814
H 10.3918 4.4085 -4.4177
H 10.7747 2.2965 -4.9892
H 9.9495 2.9250 -6.4710
H 9.1513 0.7240 -5.8930
H 7.8598 1.8631 -5.9175
H 6.3377 0.7068 -4.6908
H 7.2322 -0.5983 -4.8036
H 6.6232 -0.2286 -3.2266
H 9.8173 -0.6292 -3.9790
H 10.5863 0.7523 -3.3827
H 9.3557 -0.1131 -2.3955
H 7.2762 4.7587 -3.2501
H 8.6866 5.6798 -2.8263
H 7.8053 4.6792 -1.6078
H 6.7634 2.5973 -1.8300
C -8.8019 6.0095 -1.3971
C -8.9481 7.5487 -0.9472
C -9.0014 7.5907 0.6376
C -7.6491 7.4658 1.3153
C -6.6981 8.5790 0.8133
C -6.5920 8.5176 -0.8006
N -7.9643 8.4968 -1.4448
O -8.0461 8.5498 -2.9115
C -5.8914 9.8424 -1.1748
C -5.7287 7.4142 -1.4554
C -10.3528 8.1425 -1.2344
H -9.7203 5.5684 -1.0097
H -7.9537 5.4789 -0.9645
H -8.6061 5.8943 -2.4632
H -9.5022 8.4984 0.9743
H -9.5881 6.7283 0.9542
H -7.2213 6.4776 1.1463
H -7.7322 7.4542 2.4020
H -5.8061 8.1702 1.2878
H -7.1252 9.5248 1.1470
H -4.8116 9.8979 -1.3127
H -6.0619 10.1741 -2.1991
H -6.2291 10.6713 -0.5527
H -4.6723 7.5603 -1.2299
H -5.9751 6.4636 -0.9825
H -5.8482 7.3792 -2.5382
H -10.5148 8.2475 -2.3072
H -10.2857 9.1892 -0.9375
H -11.2081 7.5665 -0.8810
H -8.5964 9.2928 -3.1697
*
```

=====

LUMO level for every record listed, in sequence, given in eV: 0.05 -7.42.
Gap between HOMO and LUMO for every record listed, in sequence, given in eV: 10.51 0.77.
Energy relative to the best compared isomer or geometry (same formula, charge and spin) for every record listed, in sequence, given in eV: 0.000 8.781.